34
Properties=species:S:1:pos:R:3:forces:R:3 method="wB97M-V/def2-TZVPD" gap_ha=0.2723 total_charge=+1 homo_ev=-12.222 fmax_ev_per_a=3.76
C -2.81456 -1.14493 1.48072 -0.50 -0.11 0.56
C -2.28102 -2.15827 0.37034 -1.46 0.10 0.71
N -0.89985 -1.94617 -0.10281 0.10 0.21 1.36
C -0.69761 -0.73094 -0.90808 0.61 0.08 -0.56
C -0.48461 0.62519 -0.08977 -1.04 0.18 -0.38
P 0.63838 1.91031 -0.92942 1.75 1.64 2.89
O 0.04823 3.53025 -1.02021 0.66 -2.14 -0.52
O 2.18070 1.60783 -1.58211 -1.99 -0.59 0.26
S -0.25112 1.62344 -2.90145 0.10 -0.67 -2.35
C 1.43819 2.42950 0.74421 0.64 2.10 -0.18
O 2.63392 1.64808 1.04490 -1.77 -0.29 -0.91
N 2.97740 1.94720 2.34982 0.32 -1.68 1.74
O 3.20644 0.94253 2.93552 0.20 1.51 -0.54
C 0.12014 -2.19101 0.88709 1.93 -0.18 1.27
C 1.63079 -2.28181 0.34769 -0.91 -0.55 -1.07
O -0.04625 -2.38306 2.09463 -0.67 0.18 -2.79
H -3.43645 -0.28232 1.06710 0.97 -1.05 0.35
H -3.52806 -1.74035 2.14716 0.99 0.92 -0.80
H -1.99144 -0.73490 2.15589 -1.10 -0.67 -1.01
H -2.98936 -2.08286 -0.52023 1.06 -0.19 0.93
H -2.42389 -3.20784 0.79622 0.68 1.39 -0.73
H -1.62057 -0.58441 -1.56489 1.33 -0.43 0.83
H 0.21790 -0.91606 -1.56861 -1.32 0.28 0.71
H -0.13648 0.49539 0.97599 -0.19 -0.15 -1.31
H -1.51273 1.13122 -0.02453 1.46 -0.39 0.01
H 0.56663 4.01078 -1.69794 -0.42 -0.20 0.24
H 2.47380 0.70010 -1.35669 0.09 0.64 0.08
H 0.63915 0.76186 -3.54924 -0.58 0.80 0.80
H 0.68515 2.44524 1.59559 0.92 -0.30 -0.96
H 1.79126 3.51168 0.62254 -0.58 -1.41 0.13
H 2.34599 -2.60701 1.15618 -1.03 0.78 -0.74
H 1.63753 -3.11115 -0.44246 -0.01 1.13 0.95
H 1.95590 -1.33373 -0.18843 -0.23 -1.08 0.91
Na -2.07349 0.11622 -4.32474 0.02 0.13 0.12

29
Properties=species:S:1:pos:R:3:forces:R:3 method="wB97M-V/def2-TZVPD" gap_ha=0.0846 total_charge=+3 homo_ev=-18.915 fmax_ev_per_a=8.89
O 2.92927 -1.24039 2.10959 -5.88 3.49 -5.69
C 1.97513 -0.72903 1.31706 2.23 -2.02 3.50
C 0.50038 -1.48362 1.08637 -0.35 1.23 -3.68
C -0.15599 -1.36395 -0.27543 2.08 -0.45 3.34
C -1.62487 -2.04092 -0.54608 0.20 2.12 -0.56
C -2.58486 -1.90027 0.79267 -0.27 0.61 1.01
C -2.92044 -0.33442 1.20187 0.87 0.82 0.20
F -1.98592 0.59304 1.89401 -4.09 -3.98 -2.54
C -4.30995 0.17791 0.87226 -3.89 2.10 -0.06
F -5.21164 0.77011 1.91560 4.52 -2.62 -5.46
F -4.89803 0.09321 -0.51462 2.71 -0.03 6.89
C 0.71404 -0.52094 -1.41167 -0.66 -2.29 -3.29
O 0.80211 -0.91911 -2.68770 0.25 2.74 7.76
C 1.49633 0.83349 -0.82938 0.98 -2.57 0.68
P 1.48674 2.36855 -1.96561 1.01 0.12 -3.21
O 2.93880 2.31580 -2.98095 -3.64 0.62 1.60
Cl -0.13941 2.20582 -3.37240 1.97 -0.01 1.91
C 2.12299 0.73205 0.51653 0.57 -0.56 -1.52
C 2.88081 2.02094 1.18911 1.30 2.18 3.37
F 3.68040 1.64889 2.41490 -3.14 1.08 -4.89
F 1.83321 2.98674 1.67415 3.70 -3.44 -2.18
F 3.83521 2.71826 0.28803 -3.63 -2.56 2.55
H 0.02555 -2.07325 1.97876 1.31 1.11 -1.83
H -1.59052 -3.16229 -0.87874 0.07 2.01 0.78
H -2.15041 -1.38470 -1.39294 1.22 -1.71 1.60
H -3.61847 -2.44066 0.61618 1.97 1.25 0.19
H -2.11929 -2.40207 1.75874 -0.91 1.15 -1.92
H 2.80046 3.00796 -3.71385 0.44 -1.11 1.01
V 3.28836 -0.47715 -1.05646 -0.95 0.72 0.43

16
Properties=species:S:1:pos:R:3:forces:R:3 method="wB97M-V/def2-TZVPD" smiles="CCNC(=O)OC" gap_ha=0.3904 de_lowest_kcal_mol=56.55 homo_ev=-9.661 fmax_ev_per_a=1.98
C 1.41518 -0.77254 -1.20055 -0.52 0.26 -1.50
C 0.01327 0.09688 -1.84578 1.77 -0.80 0.35
N -1.00543 0.08704 -0.83479 0.34 -0.06 0.45
C -0.30839 0.40066 0.31605 -0.94 0.78 0.29
O 0.41680 1.36322 0.41036 -0.33 -0.47 0.22
O -0.58789 -0.43690 1.32797 -0.35 0.16 -0.03
C -0.85692 0.35190 2.48302 -0.13 0.14 0.57
H 1.31666 -1.80157 -0.77541 -0.86 0.70 -0.66
H 1.98539 -0.85054 -2.10420 0.67 -0.45 -0.51
H 2.12945 -0.30211 -0.46837 -1.42 0.48 -0.75
H 0.36244 1.12325 -1.93330 0.16 -0.11 -0.10
H -0.48710 -0.14066 -2.82037 1.20 -0.65 0.72
H -1.56802 -0.75835 -0.80682 0.41 0.12 0.32
H -1.46207 -0.27531 3.13002 0.08 0.07 0.19
H 0.06136 0.68661 2.96609 -0.08 -0.11 0.04
H -1.42473 1.22842 2.15608 0.00 -0.07 0.38

109
Properties=species:S:1:pos:R:3:forces:R:3 method="wB97M-V/def2-TZVPD" gap_ha=0.1478 total_charge=+2 homo_ev=-10.688 fmax_ev_per_a=4.27
C 6.67750 0.50211 1.44328 0.40 -0.19 -1.07
C 6.01905 0.44976 0.24111 0.40 -0.37 1.03
N 6.53984 -0.22826 -0.92671 0.38 2.03 -0.33
Br 6.90340 1.14490 -2.30322 0.10 0.17 -0.21
C 5.51630 -1.15730 -1.57467 -0.17 -0.07 -1.35
C 4.11555 -0.58210 -1.79412 -0.48 -0.19 1.71
C 3.18717 -1.20326 -0.68067 0.31 0.12 -0.18
O 2.59308 -2.31859 -1.20279 0.17 -0.04 -0.49
C 2.69009 -3.53495 -0.45849 0.20 -0.11 0.07
C 7.86565 -0.88350 -0.64825 0.25 -0.81 -0.37
C 7.73582 -2.14160 0.20687 -0.23 0.05 0.44
C 7.71622 -3.46833 -0.49411 0.21 0.00 0.18
N 7.70150 -1.96059 1.46011 -0.14 0.06 -0.25
H 6.25182 0.00869 2.31611 -0.74 1.62 0.65
H 7.67304 0.92254 1.52819 0.68 -1.41 0.06
H 5.10438 1.01806 0.16513 1.71 -1.34 -1.34
H 5.97047 -1.40531 -2.53228 0.23 -0.02 0.00
H 5.43017 -2.08499 -1.01550 0.24 0.14 0.43
H 4.06277 0.50923 -1.75274 0.30 0.06 -0.37
H 3.67321 -0.89538 -2.73195 0.30 0.07 -0.26
H 3.87021 -1.47454 0.16167 -0.55 -0.03 -0.03
H 2.46551 -0.45136 -0.28146 -0.56 -1.63 -1.10
H 3.56014 -4.10047 -0.81925 0.00 -0.02 -0.06
H 2.73831 -3.34402 0.60835 -0.17 0.18 0.09
H 1.78841 -4.10381 -0.63777 -0.13 -0.02 -0.05
H 8.53775 -0.17156 -0.18630 -0.15 0.19 0.14
H 8.29749 -1.14768 -1.60941 -0.15 0.03 -0.18
H 7.28590 -4.23530 0.14360 -0.05 -0.04 0.06
H 8.74798 -3.75704 -0.70182 0.04 -0.04 -0.15
H 7.17469 -3.44393 -1.43548 0.02 0.02 -0.11
H 7.62847 -2.83659 1.97854 0.03 0.00 0.04
O 8.99890 0.93203 8.50481 0.13 0.71 -1.05
P 8.40389 -0.31122 8.02188 -0.22 -1.86 2.23
O 6.82877 -0.39902 8.22783 -0.13 0.30 -0.45
C 5.99931 0.72059 7.90790 -0.24 0.17 0.00
C 5.82235 0.88520 6.41101 0.14 -0.04 -0.12
O 8.82824 -1.55206 8.91029 0.08 -0.13 -0.17
C 9.66448 -1.39815 10.06688 0.17 0.00 0.31
C 8.84425 -1.17120 11.31858 -0.18 -0.10 -0.03
O 8.67677 -0.99070 6.61766 0.25 0.94 -0.73
C 9.18998 -0.32641 5.44891 0.08 0.07 -0.15
C 10.24318 0.72568 5.73186 -0.03 0.10 0.08
H 6.40696 1.62983 8.35385 0.10 -0.05 0.00
H 5.03768 0.52543 8.37871 0.03 -0.11 0.03
H 6.75643 1.20750 5.94330 -0.01 0.04 0.02
H 5.06353 1.63886 6.19661 -0.01 0.01 0.05
H 5.52420 -0.06250 5.95813 -0.06 0.00 0.04
H 10.37929 -0.59023 9.91340 -0.12 0.10 -0.10
H 10.23216 -2.32456 10.14702 -0.04 -0.03 -0.07
H 8.09622 -0.39462 11.15771 0.10 0.10 0.00
H 9.48744 -0.87116 12.14571 0.02 -0.01 -0.01
H 8.31733 -2.08180 11.60459 -0.01 0.00 0.00
H 8.35438 0.10419 4.88689 -0.05 0.01 0.09
H 9.61349 -1.11778 4.83070 -0.04 -0.10 0.09
H 9.84757 1.54006 6.33575 0.01 -0.03 0.00
H 10.60684 1.14783 4.79370 0.00 -0.11 -0.06
H 11.08574 0.29297 6.27036 0.01 0.00 -0.02
F 1.20664 -1.99464 1.10110 0.70 0.87 0.16
K 3.48962 0.78481 0.92355 -3.11 0.79 2.82
Br 1.96880 1.02346 -4.51592 -0.02 -0.09 0.14
C 1.03208 -0.66557 -4.18616 0.10 0.05 -0.05
C -0.03389 -0.91068 -5.21968 -0.16 -0.02 0.05
Br -1.59718 0.19862 -4.92448 0.06 0.08 -0.04
H 0.63231 -0.61299 -3.17852 -0.02 -0.02 0.00
H 1.79208 -1.44211 -4.23586 -0.01 -0.01 -0.02
H -0.38389 -1.93820 -5.15578 0.03 -0.01 0.03
H 0.30891 -0.70385 -6.22814 0.04 -0.02 0.00
C -5.97530 2.88896 -4.72986 -0.05 -0.02 -0.14
C -6.29043 1.49290 -4.21536 0.35 0.17 0.17
C -6.20003 1.42627 -2.69864 -0.07 -0.11 0.02
O -5.40114 0.53953 -4.80061 -0.15 -0.03 -0.07
H -4.95494 3.17349 -4.45612 -0.02 0.02 0.08
H -6.04423 2.91785 -5.81743 -0.03 0.00 0.00
H -6.66208 3.62936 -4.31629 0.01 0.01 0.02
H -7.29052 1.20556 -4.53563 0.04 -0.12 -0.07
H -5.18470 1.66605 -2.36908 -0.01 0.06 -0.01
H -6.42923 0.41911 -2.34820 -0.02 0.00 -0.01
H -6.89162 2.12532 -2.22765 0.01 0.01 0.00
H -4.50736 0.77794 -4.53075 -0.01 -0.06 -0.01
Cl -10.31331 -1.02395 -4.69306 0.00 0.00 0.00
C -10.40189 -0.45159 -3.00288 0.01 -0.05 0.11
C -10.89851 0.96603 -2.90860 -0.12 0.05 0.02
Cl -9.71732 2.13689 -3.55847 -0.05 0.04 0.02
H -9.41262 -0.55837 -2.56515 0.04 0.02 -0.07
H -11.09350 -1.10855 -2.48097 -0.01 0.02 -0.03
H -11.05941 1.22662 -1.86387 0.05 -0.02 0.02
H -11.83242 1.10155 -3.44964 0.03 0.01 -0.06
C -13.59979 4.70121 -6.24232 0.13 0.09 -0.06
C -12.29702 3.94437 -6.43622 -0.01 0.15 -0.10
O -12.38884 2.93370 -5.42421 0.02 0.00 -0.05
C -13.68647 2.74281 -5.13054 0.00 -0.03 0.01
O -14.09422 1.85150 -4.44945 0.02 0.03 -0.03
O -14.45900 3.68346 -5.70550 0.00 0.04 -0.01
H -14.01459 5.09974 -7.16309 -0.12 -0.12 0.00
H -13.51201 5.50442 -5.51024 0.02 -0.02 0.03
H -12.23423 3.45843 -7.41046 -0.04 -0.02 0.00
H -11.41151 4.55363 -6.28272 0.03 -0.08 0.16
O 8.59541 3.46549 0.56608 -0.09 -0.12 0.09
H 8.32373 2.64539 0.14841 0.05 0.05 -0.22
H 9.27264 3.82763 -0.01582 0.02 0.06 0.06
C -15.66109 -1.29027 -3.22500 0.17 0.35 0.29
F -16.98070 -1.57186 -3.05770 -0.09 -0.31 -0.21
F -15.30138 -1.92516 -4.38753 -0.26 -0.35 -0.10
F -15.48360 -0.02283 -3.33551 -0.10 0.11 -0.11
S -14.71719 -2.04476 -1.85099 0.46 0.15 0.60
O -15.20763 -3.48009 -2.11820 0.71 0.53 0.90
O -15.23303 -1.51180 -0.64573 -0.41 -0.16 -0.03
O -13.34238 -1.88753 -2.16164 0.01 -0.26 -0.36
Ca -16.25334 -4.35082 -3.52347 -0.56 -0.12 -0.92

8
Properties=species:S:1:pos:R:3:forces:R:3 method="wB97M-V/def2-TZVPD" gap_ha="0.3277 / 0.2685" de_lowest_kcal_mol=93.30 homo_ev="-8.720 / -7.582" fmax_ev_per_a=3.53
C 0.99138 0.01095 -0.17605 0.43 -1.61 -0.34
C -0.28722 -0.79127 0.54629 0.14 0.19 0.32
C -0.39169 0.12606 -0.57180 2.02 -2.62 0.16
C 1.08337 -1.33040 0.42520 -2.27 2.53 -0.25
F 1.30330 -2.43587 -0.23261 0.98 -1.86 -0.63
H 1.66808 0.80110 0.03061 0.34 0.83 0.38
H -0.89496 -0.54282 1.41112 0.27 -0.43 0.38
H -0.83542 1.01257 -0.36565 -1.90 2.98 -0.02

15
Properties=species:S:1:pos:R:3:forces:R:3 method="wB97M-V/def2-TZVPD" gap_ha=0.2580 de_lowest_kcal_mol=96.04 homo_ev=-8.237 fmax_ev_per_a=4.58
N -1.80556 -1.10153 0.92529 -0.66 -1.92 2.88
P -1.05786 -1.67061 -0.46078 -0.75 -0.30 -1.30
N 0.37256 -2.55439 -0.10838 -1.75 2.00 2.94
C -0.54461 -0.04495 -0.89254 1.13 -2.32 1.08
C -0.40233 1.21058 -1.05036 -0.53 3.19 -3.24
C 0.55842 2.07333 -0.43572 -1.16 0.52 -0.96
C 1.24403 1.46424 0.54231 2.92 0.54 1.80
O 1.22912 0.22903 0.81016 -0.98 0.54 -0.19
H -1.26700 -0.31889 1.18397 0.49 1.19 0.96
H -1.90123 -1.69342 1.82137 0.07 0.79 -2.26
H 0.77236 -2.72310 -0.94617 1.50 -1.58 -3.73
H 0.99654 -1.84291 0.24368 0.55 0.23 0.99
H -0.99693 1.66589 -1.94183 0.77 -0.86 1.51
H 0.84059 3.06409 -0.77279 -0.65 -0.12 0.03
H 1.96190 2.24265 1.08178 -0.95 -1.91 -0.51